Record 1
ORCA calculation (wB97M-V/def2-TZVPD) on a molecular structure, C19H22NSScSi2.

Largest force on an atom (eV/Å): 0.1
HOMO-LUMO gap (eV): 6.4
HOMO energy (eV): -7.156

Each line ends with the natural charge from an NBO analysis.
Atoms and positions in Å:
Sc  -0.90450  -0.41092  0.38477  1.83
H  2.00278  0.09303  3.45709  0.23
H  3.40651  5.19583  -0.36439  0.21
H  -3.56703  -0.04943  3.17107  0.22
Si  1.73831  -0.19268  0.97542  0.66
C  3.46270  2.08015  0.94814  -0.22
S  -4.56179  -3.01875  1.42271  0.42
H  -0.04682  3.21856  -2.94311  0.22
C  2.78569  -1.25940  -0.21119  -1.07
C  -2.00286  -4.66931  -1.93502  -0.12
H  4.12118  1.43635  1.52277  0.20
C  3.07804  4.19598  -0.10748  -0.24
C  3.90033  3.35596  0.63121  -0.20
H  -2.27569  -5.61589  -2.38313  0.23
H  2.54054  -1.06017  -1.25815  0.22
C  2.43741  -0.56158  2.69917  -1.08
C  -4.67539  -1.78532  2.59395  -0.40
C  2.20731  1.60608  0.54762  -0.41
C  -2.74921  -4.16370  -0.89121  -0.24
C  -2.70560  -1.17743  1.46533  -0.57
C  -0.59563  -2.76821  -1.79719  0.08
C  1.83192  3.74475  -0.51068  -0.15
C  -0.36081  2.20499  -2.67835  -1.07
C  -2.38966  -2.94373  -0.31680  0.24
C  -3.10011  -2.32670  0.80077  -0.32
H  -1.19988  4.34019  -0.48513  0.22
Si  -0.38040  1.98162  -0.79320  0.64
C  1.36913  2.46162  -0.19499  -0.42
H  -5.50046  -1.77917  3.28898  0.24
H  0.25399  -2.17410  -2.11359  0.22
H  -0.28995  -4.33528  -3.21588  0.23
H  3.52261  -0.43022  2.72487  0.22
C  -3.64790  -0.89426  2.50003  -0.26
C  -0.89888  -3.96568  -2.40456  -0.27
H  -3.60359  -4.70479  -0.50944  0.23
H  2.64177  -2.32778  -0.02746  0.22
H  1.19906  4.41525  -1.08501  0.19
H  3.84851  -1.03532  -0.08044  0.23
H  -1.56473  3.37294  0.94141  0.23
H  -2.55454  3.20790  -0.51149  0.22
C  -1.53314  3.35339  -0.15056  -1.07
H  2.22586  -1.59328  2.98984  0.23
H  4.87691  3.69398  0.95631  0.21
H  -1.35349  2.04197  -3.10515  0.22
H  0.33081  1.50978  -3.15933  0.23
N  -1.31934  -2.26726  -0.78851  -0.62


Record 2
ORCA calculation (wB97M-V/def2-TZVPD) on C4H7NO2S in the gas phase at a distorted geometry.

Largest force on an atom (eV/Å): 1.4
HOMO-LUMO gap (eV): 9.5
HOMO energy (eV): -8.781
Energy relative to the best compared isomer or geometry (same formula, charge and spin) (kJ/mol): 293.9

Each line ends with the natural charge from an NBO analysis.
Atoms and positions in Å:
H  -0.44459  0.27844  1.02144  0.24
C  -0.71867  0.65474  0.03644  -0.60
N  3.15527  -1.21553  0.57298  -0.63
S  -2.38514  -0.05836  -0.34206  1.48
H  0.17035  -0.88036  -1.15928  0.24
H  0.11787  0.70106  -1.95658  0.22
O  -2.17790  -1.49198  -0.41100  -0.95
C  0.29247  0.19447  -1.00589  -0.43
O  -2.98132  0.29546  1.19238  -0.91
H  -3.58964  -0.38965  1.48276  0.50
H  3.21407  -1.42536  1.56092  0.38
H  -0.81719  1.73704  0.06928  0.22
C  1.69278  0.48357  -0.53348  -0.43
C  2.40099  -0.36662  0.14594  0.43
H  2.07066  1.48307  -0.67383  0.24


Record 3
ORCA calculation (wB97M-V/def2-TZVPD) on a molecular structure, C5H10N2O at a distorted geometry.

Largest force on an atom (eV/Å): 6.1
HOMO-LUMO gap (eV): 8.7
HOMO energy (eV): -8.211
Energy relative to the best compared isomer or geometry (same formula, charge and spin) (kJ/mol): 664.0

Each line ends with the natural charge from an NBO analysis.
Atoms and positions in Å:
N  -1.43096  -0.14526  -1.24315  -0.63
H  2.67065  -2.02383  0.21598  0.17
H  0.98976  2.58578  1.77025  0.24
C  -0.08036  2.40125  1.35090  -0.66
C  -0.78615  -1.27888  -0.81639  0.20
C  -1.18886  1.27776  -0.74304  -0.08
C  2.10886  -1.23234  0.71311  -0.24
C  -0.58113  1.23391  0.49588  -0.17
O  1.15553  -0.66118  0.04203  -0.40
H  -1.39680  -2.30385  -0.98325  0.20
H  -0.17666  3.44464  0.69690  0.20
H  -2.72763  -0.38417  -1.33037  0.39
N  0.36686  -1.68027  -0.33121  -0.24
H  2.91348  -0.58457  1.01030  0.18
H  1.67208  -1.75204  1.58856  0.16
H  -1.51743  2.05644  -1.39913  0.22
H  -0.36900  0.09614  0.88128  0.24
H  -0.68814  2.52331  2.23085  0.22


Record 4
ORCA calculation (wB97M-V/def2-TZVPD) on 2 unconnected molecules or ions with the total composition C2H4N2O2 at a distorted geometry.

Largest force on an atom (eV/Å): 2.1
HOMO-LUMO gap (eV): 6.9
HOMO energy (eV): 0.479
Charge: -2
Energy relative to the best compared isomer or geometry (same formula, charge and spin) (kJ/mol): 163.0

Each line ends with the natural charge from an NBO analysis.
Atoms and positions in Å:
H  -0.47809  -0.76677  -0.09376  0.15
C  -0.50330  -0.61645  0.99335  -0.23
N  -2.36145  -1.30282  2.49729  0.00
N  -1.34466  -1.14274  1.74363  -0.19
H  0.38801  0.89739  -1.54068  0.07
H  1.98943  0.24567  -1.56270  0.03
O  -2.46082  -2.43033  3.25689  -0.74
H  1.59705  1.88912  -0.73390  0.08
C  1.44018  1.31467  -1.68986  -0.18
O  1.73364  1.91226  -2.87025  -1.00


Record 5
ORCA calculation (wB97M-V/def2-TZVPD) on 12 unconnected molecules or ions with the total composition C32H96N8O12 at a distorted geometry.

Largest force on an atom (eV/Å): 3.6
HOMO-LUMO gap (spin up / spin down) (eV): 1.7 / 8.6
HOMO energy (spin up / spin down) (eV): 0.094 / -6.856
Charge: -1
Energy relative to the best compared isomer or geometry (same formula, charge and spin) (kJ/mol): 181.4
Spin multiplicity: 2

Each line ends with the Mulliken spin population.
Atoms and positions in Å:
O  5.07927  -3.16021  -0.55548  0.00
N  1.31194  -5.20560  -6.56752  0.00
O  2.32521  -2.22916  -4.63189  0.00
H  1.03394  5.11520  -4.53172  -0.01
C  -4.51179  -1.22315  5.02457  -0.01
H  -4.93168  0.25693  -0.21436  -0.02
H  1.59866  -4.11385  -4.18411  0.00
C  -3.66033  -2.85935  -1.80555  -0.01
H  -5.46779  -1.59011  5.39804  0.00
H  -1.26620  -1.30705  -3.18619  0.00
H  -0.08719  -2.90576  3.79679  0.00
N  -5.44731  -3.59839  -0.27119  0.00
H  -1.88632  -0.43493  0.93964  0.03
O  -0.90326  -2.31515  5.63810  0.00
H  3.74281  3.87346  -1.73063  0.00
C  4.26873  2.20373  5.42529  0.00
O  -1.06553  1.41880  1.65237  -0.51
H  1.82453  2.22867  -3.57068  0.01
N  -3.52574  3.35507  -3.12609  0.04
C  -1.85013  -1.48172  5.11125  0.00
H  0.36385  3.20432  -3.17004  0.05
H  5.09069  1.83231  4.81330  -0.01
H  2.33849  -0.52599  -3.43540  0.00
C  1.94827  -3.19519  -7.61936  0.00
C  -3.62176  -5.06396  -0.46284  0.00
H  3.41776  -1.44797  0.13043  -0.01
H  -7.15811  0.22006  -2.90193  0.00
O  -1.26525  5.29231  3.48992  0.11
H  4.26396  7.40427  -1.57602  -0.03
H  0.79542  3.68558  1.45859  0.15
H  2.17359  1.96777  5.26574  -0.03
H  -3.78453  -5.68730  0.41640  0.00
N  5.21436  -0.86577  1.10230  0.00
H  -5.89825  -4.06710  -1.04389  0.00
H  4.98725  -1.58573  1.77326  0.00
H  5.16994  -4.45219  -2.24114  0.00
H  0.37007  -3.84891  5.30904  0.00
C  3.07970  1.36693  5.18788  0.14
O  0.13846  3.20270  4.35272  0.08
H  -1.93434  3.03494  2.26130  -0.37
H  -3.54824  -3.16418  0.43556  0.00
C  4.33426  -0.90652  -0.10403  -0.03
O  -2.31571  -2.59848  -1.98338  -0.01
H  1.48660  -5.85921  -5.81759  0.00
C  -2.06083  -2.05182  -3.23066  0.02
H  4.17893  3.72144  3.98134  -0.01
O  -4.81344  -0.28075  0.56867  0.00
H  -4.27518  -1.96105  -1.74967  0.00
H  3.27806  3.88545  5.26374  -0.02
H  -5.61465  -4.18676  0.53250  0.00
H  3.53396  1.10168  0.40303  0.03
H  0.71846  -1.17660  -3.93339  0.00
H  -2.61541  3.69607  -2.85202  0.01
H  2.11394  -0.69041  2.69466  -0.02
H  3.75964  5.87880  -0.70336  0.00
H  0.40525  2.22820  1.33326  -0.17
H  2.16288  -2.15670  -7.36720  0.00
H  6.02371  -1.47697  -1.31573  0.00
H  0.27621  0.18258  -1.92472  0.01
H  -6.24120  -1.08796  -3.47516  0.00
H  4.21578  3.84861  -3.35882  0.00
H  -3.22183  -0.55117  7.37103  0.00
H  1.63555  -5.68103  -7.39778  0.00
C  -3.22166  -1.87564  5.75421  0.00
H  5.57854  2.98244  6.89620  0.00
H  0.03999  -2.18498  0.79004  0.00
H  -2.82159  -1.41854  -3.68707  0.00
H  1.22974  -0.00262  3.86993  -0.01
H  -1.41011  0.07067  -1.53291  -0.07
H  -3.31228  2.99989  -4.04717  -0.05
H  -4.58593  1.10334  -4.05436  0.01
C  -3.83608  2.22491  -2.30343  -0.05
H  2.56263  -1.26880  4.26761  0.01
H  2.67054  6.67566  -1.78291  0.01
H  -0.54133  1.41168  -1.11963  0.10
N  -3.40428  -1.52815  7.19121  0.00
H  -3.35301  -2.95061  5.63053  0.00
H  4.01584  2.72932  7.64901  0.00
H  -5.42781  3.19449  -1.08508  0.00
C  3.97019  0.54713  -0.42780  0.05
H  2.46638  5.64770  -4.64589  0.00
H  -0.96184  5.94110  4.12494  0.03
H  1.52713  5.08983  -2.49851  -0.03
H  -4.48999  -1.58759  3.99753  0.00
C  2.10696  4.36619  -3.07143  0.37
H  -2.91254  1.66827  -2.14427  0.06
C  5.66379  -4.19610  -1.30378  0.00
C  -0.99811  0.03465  1.36232  0.08
H  0.47398  -3.20473  -5.03190  0.00
C  1.75490  -1.41062  -3.69025  0.00
N  0.35021  -1.63397  0.00248  0.01
C  -4.40338  2.85184  -0.93933  0.35
H  3.23414  0.73353  -1.20984  -0.01
O  4.30370  5.64243  -2.60531  -0.03
C  -6.41003  -0.50096  -2.57236  0.00
C  1.40971  3.00924  -2.93293  -0.09
C  -0.00824  -0.24411  0.23176  -0.31
C  4.70486  2.33073  6.90438  0.00
H  -1.80473  -2.78815  -3.99245  0.00
H  1.66492  -2.01303  -2.78631  0.00
H  4.55303  -1.83830  -2.14487  0.00
C  3.72692  6.45711  -1.62672  0.18
C  -0.43722  0.32668  -1.11333  0.01
H  -3.11080  1.89474  1.69044  0.15
H  1.35658  2.62456  -1.91445  -0.03
H  -2.18369  1.55597  3.26338  0.11
H  0.14327  2.56604  3.63796  0.05
C  1.55113  -3.35941  -4.96940  0.00
H  3.08895  -4.34813  -6.16666  0.00
H  -2.69155  -2.08026  7.64649  0.00
H  -3.83653  3.67683  -0.50785  -0.19
H  4.82825  1.11877  -0.78144  0.00
H  -1.25805  -3.99144  4.51619  0.00
H  4.79733  1.34540  7.36120  0.00
O  3.14466  0.69857  3.87012  -0.04
H  2.66748  -3.34968  -8.42369  0.00
C  2.07084  -3.98241  -6.30001  0.00
H  -0.88661  5.57569  2.65772  -0.05
H  6.73950  -4.08185  -1.43756  0.00
H  2.87183  0.60105  5.93509  0.00
C  -2.18270  1.97362  2.25657  1.26
H  -5.81958  1.91150  -3.22078  0.00
C  -4.94051  1.29258  -3.04116  0.00
H  -4.03398  -5.57652  -1.33201  0.00
H  -2.53283  -5.11085  -0.45145  0.00
H  0.94114  0.23673  0.46752  -0.03
C  -4.02465  -3.61933  -0.43276  0.00
H  4.92915  -0.03562  1.60191  0.00
H  -0.60292  -0.55164  2.19189  -0.04
H  -6.79377  -1.12554  -1.76567  0.00
O  -5.33735  0.30482  -2.11806  -0.03
H  -1.90400  -1.45763  4.02285  -0.01
C  3.57785  4.40189  -2.66960  -0.14
H  0.92417  -3.12303  -7.98559  0.00
H  -0.52617  3.84317  4.09915  0.10
H  -4.30585  2.01439  -0.24849  -0.02
C  2.24434  -0.37560  3.73003  0.03
O  1.03228  2.87454  1.00875  -0.19
N  1.98399  4.78152  -4.45320  -0.05
H  -4.53653  -0.13765  4.92878  0.01
N  4.17812  3.53106  4.97323  0.07
H  -0.09776  -1.95352  -0.84446  0.00
H  -5.34426  -1.06063  0.40668  0.00
H  -4.05133  -3.32668  -2.70933  0.00
H  5.56734  -5.14959  -0.78450  0.00
H  -1.59409  -0.43793  5.29308  0.01
C  5.01149  -1.84845  -1.15603  0.00
C  -0.41096  -3.34340  4.74111  0.00


Record 6
ORCA calculation (wB97M-V/def2-TZVPD) on a gas-phase ion, C2H4NO2S2 (charge -1) at a distorted geometry.

Largest force on an atom (eV/Å): 3.4
HOMO-LUMO gap (eV): 7.7
HOMO energy (eV): -4.223
Charge: -1
Energy relative to the best compared isomer or geometry (same formula, charge and spin) (kJ/mol): 81.5

Each line ends with the natural charge from an NBO analysis.
Atoms and positions in Å:
H  2.15011  -1.30170  -0.69196  0.22
C  1.73650  -0.86978  0.24414  -0.56
S  2.17958  0.79521  0.73313  -0.14
C  0.58808  0.06445  -0.05795  -0.01
O  -1.78573  1.03649  -1.75738  -1.04
H  -0.99260  -0.34360  1.16234  0.37
S  -2.07688  1.15117  -0.29498  1.63
H  1.33071  -1.52794  1.05289  0.21
N  -0.61629  0.25218  0.51194  -0.86
O  -3.06977  0.22144  0.12934  -1.04
H  0.55629  0.52207  -1.03152  0.22